The following is a DFT calculation (ωB97M-V/def2-TZVPD) of one molecule with the formula C5H9NO2 in a non-equilibrium geometry.

Computed properties:
**Energy above the lowest of the compared OMol25 structures with the same formula, charge and spin**: 78.8 kcal/mol
**LUMO**: 0.90 eV
**Structure (SMILES)**: CO/C=C/C(C)=N\O

```
! RIJCOSX wB97M-V def2-TZVPD def2/J DEFGRID3
* xyz 0 1
C -3.27 0.16 0.01
C -1.00 -0.13 0.08
C 0.14 -0.80 -0.08
C 1.46 -0.25 -0.01
C 2.59 -1.26 0.03
H -3.24 0.76 0.92
H -3.16 0.85 -0.88
H -4.23 -0.38 -0.08
H -0.99 0.94 0.14
H 0.15 -1.88 -0.15
H 2.55 -1.96 -0.86
H 3.51 -0.73 0.18
H 2.36 -1.92 0.86
H 1.34 2.66 -0.06
N 1.87 0.97 0.00
O -2.21 -0.74 -0.01
O 0.85 1.82 -0.02
*
```

Löwdin population analysis, charges in e, atoms 1 to 5:
1 C -0.110
2 C -0.119
3 C -0.017
4 C -0.368
5 C -0.050

---

The following is a DFT calculation (ωB97M-V/def2-TZVPD) of C54H89IN5OP3ScSi as an isolated structure in a non-equilibrium geometry.

Computed properties:
**Energy above the lowest of the compared OMol25 structures with the same formula, charge and spin**: 18.0 kcal/mol
**LUMO**: -1.72 eV

```
! RIJCOSX wB97M-V def2-TZVPD def2/J DEFGRID3
* xyz 1 1
Sc 0.13 -0.96 0.02
C 0.09 -2.03 4.02
Si 0.52 -0.86 2.63
C -0.33 0.80 3.05
C -1.09 0.97 4.22
C -1.70 2.17 4.53
C -1.60 3.24 3.65
C -0.87 3.10 2.47
C -0.23 1.89 2.17
P 0.87 1.69 0.71
C 2.32 2.75 1.13
C 2.14 4.26 1.24
C 3.34 4.85 2.00
C 4.65 4.11 1.70
C 4.61 3.52 0.30
C 3.53 2.43 0.23
C -0.08 2.29 -0.76
C 0.46 1.52 -1.98
C -0.11 2.10 -3.27
C 0.46 3.52 -3.49
C 0.79 4.21 -2.16
C -0.21 3.79 -1.08
C 2.38 -0.42 2.89
C 2.72 0.21 4.10
C 4.03 0.55 4.40
C 5.04 0.25 3.49
C 4.73 -0.38 2.30
C 3.41 -0.70 1.98
P 2.98 -1.49 0.38
C 4.29 -0.96 -0.82
C 3.71 -0.93 -2.25
C 4.82 -0.84 -3.31
C 6.03 -0.09 -2.77
C 6.66 -0.87 -1.60
C 5.62 -1.72 -0.84
C 3.39 -3.26 0.71
C 3.18 -4.16 -0.52
C 3.44 -5.66 -0.22
C 3.87 -5.90 1.22
C 2.87 -5.28 2.20
C 2.59 -3.79 1.91
H 0.48 -1.66 4.97
H -0.99 -2.17 4.11
H 0.53 -3.01 3.83
H -1.19 0.14 4.92
H -2.25 2.28 5.45
H -2.08 4.19 3.87
H -0.83 3.93 1.78
H 2.53 2.37 2.14
H 2.08 4.69 0.24
H 1.22 4.54 1.76
H 3.44 5.90 1.74
H 3.13 4.82 3.08
H 5.50 4.78 1.82
H 4.80 3.29 2.42
H 4.41 4.31 -0.43
H 5.57 3.08 0.02
H 3.20 2.30 -0.81
H 3.94 1.49 0.56
H -1.07 1.89 -0.54
H 1.55 1.57 -2.01
H 0.22 0.44 -1.94
H 0.10 1.46 -4.12
H -1.20 2.14 -3.16
H 1.36 3.46 -4.11
H -0.26 4.12 -4.05
H 1.80 3.94 -1.84
H 0.80 5.29 -2.28
H -0.12 4.41 -0.19
H -1.22 3.97 -1.47
H 1.94 0.45 4.81
H 4.26 1.05 5.33
H 6.07 0.50 3.72
H 5.53 -0.59 1.60
H 4.53 0.06 -0.52
H 3.09 -1.81 -2.42
H 3.04 -0.07 -2.33
H 5.12 -1.85 -3.62
H 4.43 -0.36 -4.21
H 6.77 0.07 -3.55
H 5.71 0.90 -2.43
H 7.46 -1.52 -1.97
H 7.13 -0.17 -0.90
H 5.49 -2.68 -1.36
H 6.00 -1.97 0.15
H 4.45 -3.26 0.98
H 2.16 -4.01 -0.87
H 3.82 -3.83 -1.34
H 2.53 -6.24 -0.41
H 4.19 -6.05 -0.90
H 3.97 -6.97 1.41
H 4.87 -5.47 1.39
H 1.94 -5.85 2.15
H 3.24 -5.39 3.22
H 1.53 -3.65 1.69
H 2.81 -3.18 2.79
N -1.93 -0.62 -0.71
P -3.45 -0.14 -0.85
N -3.97 1.00 0.20
C -3.68 2.43 0.02
C -4.88 3.25 0.48
C -5.23 2.94 1.93
C -5.41 1.44 2.14
C -4.21 0.66 1.62
N -4.41 -1.45 -0.61
C -3.93 -2.78 -0.21
C -4.52 -3.21 1.13
C -6.04 -2.96 1.20
C -6.59 -2.53 -0.15
C -5.88 -1.28 -0.65
N -3.68 0.58 -2.32
C -2.99 -0.02 -3.48
C -3.17 0.87 -4.70
C -4.64 0.95 -5.13
C -5.57 0.76 -3.92
C -4.93 1.31 -2.66
H -3.43 2.63 -1.02
H -2.80 2.70 0.63
H -5.73 3.02 -0.17
H -4.66 4.32 0.36
H -6.13 3.47 2.23
H -4.42 3.29 2.57
H -6.30 1.09 1.62
H -5.55 1.21 3.20
H -4.38 -0.41 1.71
H -3.31 0.90 2.20
H -2.85 -2.76 -0.16
H -4.19 -3.51 -0.99
H -4.00 -2.66 1.92
H -4.28 -4.26 1.29
H -6.26 -2.18 1.94
H -6.55 -3.86 1.55
H -7.66 -2.30 -0.08
H -6.50 -3.34 -0.88
H -6.17 -0.44 -0.02
H -6.21 -1.05 -1.66
H -3.38 -1.03 -3.70
H -1.93 -0.14 -3.25
H -2.55 0.49 -5.52
H -2.80 1.86 -4.46
H -4.86 0.19 -5.89
H -4.84 1.92 -5.59
H -5.78 -0.31 -3.78
H -6.53 1.24 -4.08
H -5.61 1.26 -1.81
H -4.70 2.37 -2.81
N -1.23 -3.05 -2.45
C -0.52 -3.46 -1.48
O 0.33 -2.65 -0.85
C -0.55 -4.87 -0.96
I -1.22 -4.98 1.07
H -1.78 -1.32 -1.45
H -1.81 -3.80 -2.80
H 0.45 -5.30 -0.95
H -1.23 -5.49 -1.53
*
```

Löwdin population analysis, charges in e, atoms 1 to 5:
1 Sc 0.661
2 C -0.225
3 Si 0.558
4 C -0.311
5 C -0.095

---

The following is a DFT calculation (ωB97M-V/def2-TZVPD) of C50H46Cl4N4O2S7Ti as an isolated structure.

Computed properties:
**Energy above the lowest of the compared OMol25 structures with the same formula, charge and spin**: 6.0 kcal/mol
**LUMO (spin up / spin down)**: 0.15 / -0.33 eV

```
! RIJCOSX wB97M-V def2-TZVPD def2/J DEFGRID3
* xyz 0 3
Ti -0.44 0.00 1.72
C 1.71 2.28 5.68
C 2.01 3.28 4.57
S 1.04 3.13 3.04
C -0.52 3.87 3.57
C -1.54 2.91 4.18
S -2.49 2.13 2.86
C -3.33 0.84 3.80
C -3.85 -0.23 2.85
S -2.66 -0.96 1.66
C -0.68 -2.18 4.45
C 0.88 -0.46 5.52
S 2.32 0.61 5.29
H 0.64 2.23 5.90
H 2.21 2.62 6.59
H 3.05 3.19 4.26
H 1.89 4.30 4.95
H -0.93 4.33 2.67
H -0.31 4.70 4.25
H -2.20 3.43 4.88
H -1.04 2.09 4.70
H -4.16 1.26 4.37
H -2.59 0.42 4.48
H -4.66 0.19 2.25
H -4.29 -1.03 3.45
H -0.97 -2.60 3.49
H -1.60 -1.79 4.89
H 1.23 -1.29 6.12
H 0.11 0.06 6.09
Cl 3.49 -4.58 4.31
C 2.13 -3.51 4.31
C 1.12 -3.79 5.28
Cl 1.52 -4.96 6.51
C -0.12 -3.23 5.36
Cl -1.20 -3.67 6.64
C 0.26 -0.98 4.21
O -0.47 0.04 3.59
C 1.34 -1.37 3.21
O 1.39 -0.58 2.19
C 2.16 -2.48 3.33
Cl 3.37 -2.59 2.08
N -0.49 1.48 0.46
S -0.82 1.67 -0.97
N 0.16 1.02 -2.06
S 0.00 -0.27 -2.98
N -0.01 -1.72 -2.33
S 0.56 -1.89 -0.84
N -0.24 -1.34 0.27
C 2.26 -1.36 -0.93
C 3.22 -2.16 -1.53
C 4.52 -1.70 -1.63
C 4.86 -0.45 -1.14
C 3.89 0.35 -0.55
C 2.58 -0.10 -0.45
C 0.65 -3.67 -0.76
C 0.71 -4.46 -1.90
C 0.81 -5.83 -1.75
C 0.85 -6.40 -0.48
C 0.77 -5.59 0.64
C 0.67 -4.22 0.51
C -1.29 -0.21 -4.03
C -2.05 -1.36 -4.38
C -3.01 -1.27 -5.35
C -3.27 -0.07 -6.02
C -2.51 1.06 -5.70
C -1.53 1.02 -4.74
C 1.62 -0.17 -3.79
C 1.84 -1.17 -4.74
C 3.01 -1.17 -5.47
C 3.95 -0.16 -5.27
C 3.72 0.84 -4.33
C 2.55 0.84 -3.59
C -2.50 1.34 -1.45
C -3.33 2.35 -1.91
C -4.62 2.03 -2.30
C -5.06 0.72 -2.24
C -4.22 -0.28 -1.78
C -2.93 0.03 -1.38
C -0.60 3.40 -1.35
C -1.07 4.30 -0.40
C -0.92 5.66 -0.62
C -0.31 6.11 -1.79
C 0.16 5.20 -2.72
C 0.02 3.84 -2.51
H 2.96 -3.14 -1.90
H 5.27 -2.32 -2.09
H 5.88 -0.10 -1.21
H 4.15 1.33 -0.16
H 1.83 0.53 0.00
H 0.69 -4.00 -2.88
H 0.86 -6.47 -2.63
H 0.92 -7.47 -0.38
H 0.80 -6.03 1.63
H 0.59 -3.58 1.38
H -1.88 -2.29 -3.85
H -3.59 -2.15 -5.58
H -4.04 -0.02 -6.78
H -2.70 2.00 -6.21
H -0.97 1.91 -4.50
H 1.09 -1.94 -4.90
H 3.19 -1.95 -6.20
H 4.87 -0.16 -5.84
H 4.45 1.62 -4.17
H 2.37 1.60 -2.84
H -2.99 3.38 -1.99
H -5.28 2.81 -2.67
H -6.07 0.47 -2.56
H -4.56 -1.31 -1.73
H -2.27 -0.75 -1.02
H -1.55 3.93 0.50
H -1.29 6.37 0.11
H -0.19 7.17 -1.96
H 0.65 5.55 -3.62
H 0.38 3.12 -3.23
*
```

Löwdin population analysis, charges in e, atoms 1 to 5:
1 Ti 0.756
2 C -0.525
3 C -0.549
4 S 0.865
5 C -0.532

---

The following is a DFT calculation (ωB97M-V/def2-TZVPD) of a 3-piece molecular cluster, C4H13O4 overall in a non-equilibrium geometry.

Computed properties:
**Energy above the lowest of the compared OMol25 structures with the same formula, charge and spin**: 28.6 kcal/mol
**LUMO**: 3.85 eV

```
! RIJCOSX wB97M-V def2-TZVPD def2/J DEFGRID3
* xyz -1 1
C 1.13 1.70 0.09
O 0.47 1.43 -1.11
C 0.34 1.34 1.42
C -0.54 0.10 1.37
C 0.28 -1.22 1.53
O -1.22 0.08 0.17
H 1.53 2.73 0.07
H 1.95 0.96 0.16
H 1.12 1.37 2.19
H -0.28 2.22 1.68
H -1.26 0.02 2.20
H 0.77 -1.27 2.53
H 1.12 -1.44 0.85
H -0.32 -2.11 1.75
H -0.62 0.51 -0.57
H 2.60 0.64 -2.47
H 1.34 0.24 -1.84
O 2.05 -0.18 -2.43
H -2.72 -2.28 0.17
H -2.66 -1.94 -1.17
O -2.60 -2.74 -0.65
*
```

Löwdin population analysis, charges in e, atoms 1 to 5:
1 C -0.367
2 O -0.343
3 C -0.157
4 C -0.476
5 C -0.068